(1)
{"formula": "C59H91BrN9O4S2", "method": "ωB97M-V/def2-TZVPD", "symbols": ["C", "C", "C", "C", "C", "C", "O", "C", "C", "C", "C", "C", "C", "C", "C", "C", "C", "O", "C", "S", "C", "C", "N", "C", "C", "C", "S", "C", "C", "C", "O", "Br", "O", "C", "C", "H", "H", "H", "H", "H", "H", "H", "H", "H", "H", "H", "H", "H", "H", "H", "H", "H", "H", "H", "H", "H", "H", "H", "H", "H", "H", "H", "H", "H", "H", "H", "H", "H", "H", "H", "H", "H", "H", "H", "H", "H", "H", "H", "H", "H", "H", "H", "H", "H", "H", "H", "N", "C", "C", "C", "C", "H", "H", "H", "H", "H", "N", "C", "C", "C", "C", "H", "H", "H", "H", "H", "N", "C", "C", "C", "C", "H", "H", "H", "H", "H", "N", "C", "C", "C", "C", "H", "H", "H", "H", "H", "N", "C", "C", "C", "C", "H", "H", "H", "H", "H", "N", "C", "C", "C", "C", "H", "H", "H", "H", "H", "N", "C", "C", "C", "C", "H", "H", "H", "H", "H", "N", "C", "C", "C", "C", "H", "H", "H", "H", "H"], "xyz": [[-4.225, -2.085, 2.093], [-3.815, -0.919, 1.618], [-2.433, -0.322, 1.825], [-2.110, -0.511, 3.315], [-3.183, -0.001, 4.291], [-3.793, -1.087, 5.169], [-2.828, -1.988, 5.685], [-2.460, 1.203, 1.367], [-1.755, 2.177, 2.333], [-2.297, 3.616, 2.226], [-0.215, 2.150, 2.353], [0.408, 2.431, 3.727], [0.540, 3.904, 4.087], [-2.064, 1.184, -0.129], [-1.335, 2.395, -0.694], [-2.186, 3.648, -0.960], [-1.374, 4.946, -0.887], [-1.376, 5.654, -2.121], [-3.183, 0.810, -1.124], [-4.804, 1.516, -0.732], [-5.455, 1.536, -2.412], [-5.612, 0.159, -3.066], [-0.998, 0.063, -0.086], [-0.285, -0.322, -1.347], [1.099, 0.295, -1.493], [2.175, -0.391, -0.623], [2.776, 0.640, 0.740], [-1.335, -1.022, 0.928], [-1.631, -2.429, 0.371], [-2.562, -2.661, -0.817], [-3.724, -2.588, -0.878], [-1.638, -3.375, -2.412], [-0.112, -1.047, 1.644], [0.438, -2.255, 2.181], [1.562, -1.868, 3.139], [-5.231, -2.419, 1.893], [-3.620, -2.734, 2.712], [-4.553, -0.330, 1.101], [-1.159, -0.040, 3.544], [-1.946, -1.575, 3.482], [-3.977, 0.553, 3.794], [-2.713, 0.711, 4.972], [-4.317, -0.600, 5.995], [-4.533, -1.667, 4.627], [-2.049, -1.488, 5.948], [-3.511, 1.466, 1.446], [-2.044, 1.863, 3.327], [-3.274, 3.626, 1.750], [-1.622, 4.274, 1.688], [-2.450, 4.030, 3.218], [0.173, 1.179, 2.051], [0.195, 2.904, 1.681], [-0.126, 1.876, 4.500], [1.417, 2.013, 3.705], [-0.421, 4.365, 4.301], [1.036, 4.445, 3.286], [1.128, 4.008, 4.995], [-0.914, 2.117, -1.659], [-0.486, 2.664, -0.070], [-3.074, 3.688, -0.341], [-2.538, 3.600, -1.989], [-1.743, 5.594, -0.093], [-0.325, 4.737, -0.684], [-2.185, 6.170, -2.131], [-3.279, -0.261, -1.253], [-2.917, 1.210, -2.101], [-6.410, 2.048, -2.357], [-4.795, 2.165, -3.006], [-6.654, -0.131, -3.139], [-5.107, -0.621, -2.503], [-5.190, 0.162, -4.068], [-0.261, 0.555, 0.433], [-0.178, -1.394, -1.365], [-0.891, -0.036, -2.201], [1.364, 0.171, -2.538], [1.078, 1.349, -1.237], [3.016, -0.689, -1.239], [1.765, -1.290, -0.171], [2.724, 1.835, 0.147], [-2.047, -2.997, 1.198], [-0.703, -2.918, 0.101], [-0.317, -2.829, 2.715], [0.830, -2.883, 1.382], [2.509, -2.288, 2.812], [1.656, -0.787, 3.180], [1.366, -2.252, 4.134], [-4.919, 6.920, -1.960], [-4.372, 7.968, -1.262], [-5.235, 8.290, -0.250], [-6.344, 7.403, -0.340], [-6.120, 6.571, -1.403], [-4.510, 6.480, -2.763], [-3.423, 8.390, -1.546], [-5.089, 9.074, 0.475], [-7.208, 7.382, 0.303], [-6.710, 5.768, -1.809], [5.568, 1.146, 3.050], [4.954, 1.474, 4.230], [5.927, 1.840, 5.120], [7.177, 1.728, 4.451], [6.923, 1.299, 3.177], [5.090, 0.835, 2.226], [3.883, 1.420, 4.335], [5.765, 2.153, 6.137], [8.150, 1.939, 4.860], [7.587, 1.090, 2.355], [-5.900, 11.769, -0.296], [-6.672, 11.515, 0.805], [-6.494, 12.545, 1.689], [-5.580, 13.459, 1.096], [-5.234, 12.953, -0.127], [-5.833, 11.176, -1.101], [-7.280, 10.629, 0.863], [-6.968, 12.636, 2.652], [-5.222, 14.382, 1.520], [-4.575, 13.333, -0.888], [-3.265, -3.891, -5.609], [-4.193, -3.950, -6.614], [-3.612, -4.574, -7.684], [-2.281, -4.904, -7.311], [-2.097, -4.472, -6.026], [-3.415, -3.486, -4.705], [-5.183, -3.550, -6.481], [-4.089, -4.775, -8.629], [-1.544, -5.408, -7.912], [-1.239, -4.533, -5.379], [0.094, -7.524, -9.683], [0.210, -8.795, -10.176], [1.296, -9.378, -9.582], [1.859, -8.420, -8.694], [1.094, -7.288, -8.778], [-0.614, -6.867, -9.947], [-0.487, -9.174, -10.903], [1.650, -10.378, -9.763], [2.725, -8.549, -8.068], [1.177, -6.340, -8.275], [5.357, -1.795, -0.081], [5.641, -2.356, -1.297], [6.118, -3.618, -1.066], [6.127, -3.824, 0.343], [5.657, -2.677, 0.920], [4.981, -0.881, 0.079], [5.482, -1.817, -2.215], [6.418, -4.315, -1.831], [6.442, -4.709, 0.873], [5.510, -2.412, 1.953], [6.551, -2.976, 4.813], [6.234, -3.306, 6.103], [6.726, -4.559, 6.347], [7.373, -5.000, 5.159], [7.244, -4.004, 4.231], [6.324, -2.105, 4.370], [5.696, -2.622, 6.736], [6.644, -5.098, 7.276], [7.878, -5.939, 5.009], [7.596, -3.932, 3.215], [8.153, -6.548, -1.006], [8.431, -7.115, -2.220], [8.908, -8.378, -1.993], [8.919, -8.580, -0.586], [8.449, -7.433, -0.005], [7.790, -5.624, -0.870], [8.267, -6.576, -3.137], [9.216, -9.079, -2.750], [9.238, -9.465, -0.062], [8.301, -7.175, 1.029]], "lowdin_charge": [0.047, -0.111, -0.236, -0.123, -0.150, -0.252, -0.056, -0.128, -0.274, -0.015, -0.189, -0.233, -0.084, -0.316, -0.122, -0.156, -0.241, -0.055, -0.374, 0.941, -0.512, -0.128, 0.075, -0.115, -0.193, -0.492, 0.793, -0.276, -0.077, -0.733, 0.076, 0.804, -0.135, -0.215, -0.030, 0.089, 0.084, 0.069, 0.108, 0.109, 0.127, 0.115, 0.121, 0.104, 0.089, 0.100, 0.100, 0.082, 0.070, 0.086, 0.058, 0.101, 0.108, 0.088, 0.066, 0.080, 0.078, 0.121, 0.094, 0.073, 0.116, 0.116, 0.118, 0.053, 0.058, 0.091, 0.071, 0.066, 0.077, 0.046, 0.077, 0.130, 0.061, 0.131, 0.131, 0.082, 0.057, 0.064, -0.105, 0.131, 0.085, 0.122, 0.115, 0.075, 0.054, 0.085, -0.005, -0.145, -0.112, -0.100, -0.138, 0.137, 0.109, 0.087, 0.094, 0.105, -0.007, -0.151, -0.104, -0.100, -0.138, 0.059, 0.089, 0.093, 0.096, 0.108, -0.001, -0.158, -0.109, -0.110, -0.141, 0.133, 0.101, 0.090, 0.090, 0.104, -0.009, -0.138, -0.103, -0.103, -0.157, 0.081, 0.106, 0.093, 0.075, 0.083, -0.002, -0.140, -0.110, -0.113, -0.154, 0.134, 0.106, 0.091, 0.088, 0.098, 0.000, -0.133, -0.103, -0.101, -0.137, 0.075, 0.109, 0.088, 0.089, 0.093, 0.001, -0.143, -0.108, -0.106, -0.148, 0.125, 0.103, 0.091, 0.091, 0.096, 0.004, -0.143, -0.109, -0.109, -0.142, 0.093, 0.103, 0.091, 0.091, 0.102], "energy_ha": -6466.51836, "charge": 1, "e_lumo_ev": -2.75, "gap_ha": 0.244, "homo_energy_ev": -9.39}

(2)
{"formula": "C5Cl3GeNO7S3SbW", "method": "ωB97M-V/def2-TZVPD", "symbols": ["W", "S", "Sb", "S", "S", "O", "C", "C", "O", "C", "C", "O", "C", "O", "O", "O", "N", "O", "Cl", "Ge", "Cl", "Cl"], "xyz": [[0.150, -0.112, 0.524], [-2.554, 0.405, -3.223], [-3.089, 1.367, -1.365], [-0.523, 1.701, -0.998], [0.147, 2.257, 0.858], [3.522, -1.806, -4.396], [2.870, -1.486, -3.460], [1.394, -1.918, -3.181], [0.672, -2.552, -3.884], [1.083, -1.251, -1.881], [2.152, -0.559, -1.388], [1.900, 0.081, -0.255], [3.367, -0.654, -2.230], [4.442, -0.166, -2.076], [0.001, -1.230, -1.147], [1.525, -0.032, 2.158], [1.797, -1.271, 2.203], [1.046, -1.861, 1.400], [-2.979, 1.571, 2.521], [-1.402, 0.167, 2.606], [-1.463, -0.717, 4.501], [-1.964, -1.345, 0.740]], "lowdin_charge": [0.986, -0.020, 0.676, -0.002, 0.194, 0.235, -0.192, -0.213, 0.214, -0.225, -0.188, -0.189, -0.225, 0.213, -0.262, -0.274, -0.052, -0.176, 0.170, -0.122, 0.254, 0.198], "energy_ha": -5731.14025, "charge": 1, "e_lumo_ev": [-6.51, -7.23], "gap_ha": [0.228, 0.201], "homo_energy_ev": [-12.73, -12.70]}

(3)
{"formula": "C5H10", "method": "ωB97M-V/def2-TZVPD", "symbols": ["C", "C", "C", "C", "C", "H", "H", "H", "H", "H", "H", "H", "H", "H", "H"], "xyz": [[1.517, 1.951, -0.724], [0.866, 0.593, -0.641], [-0.445, 0.318, -0.262], [-0.934, -0.979, -0.145], [-0.972, -1.601, 1.243], [2.225, 2.140, -0.219], [0.670, 2.713, -0.606], [1.779, 2.214, -1.648], [1.290, -0.275, -0.619], [-1.015, 1.113, -0.091], [-1.881, -1.023, -0.583], [-0.427, -1.771, -0.740], [-1.342, -2.817, 1.332], [-1.425, -0.871, 1.905], [0.093, -1.707, 1.797]], "lowdin_charge": [-0.038, -0.055, -0.136, -0.341, -0.133, -0.044, 0.122, 0.033, 0.031, 0.063, 0.090, 0.124, 0.137, 0.044, 0.102], "energy_ha": -196.36041, "charge": 0, "e_lumo_ev": 1.14, "smiles": "C/C=C/CC", "gap_ha": 0.370, "homo_energy_ev": -8.93}